A single C4H6N2OS molecule in a non-equilibrium geometry. Source: the Open Molecules 2025 dataset; level of theory: ωB97M-V/def2-TZVPD.

ΔE to the lowest compared entry with this formula, charge and spin	42.9	kcal per mole
E_HOMO	-8.07	eV
SMILES	[H]/N=c1\occ(S)n1C
frontier orbital gap	8.63	eV

Positions of all 14 atoms, in Å:
S1 0.87 -1.42 2.12
O1 1.34 1.35 -0.62
N1 -0.20 -0.17 -0.14
N2 -0.57 1.20 -2.02
C1 -1.43 -0.92 -0.23
C2 1.73 0.68 0.52
C3 0.81 -0.23 0.84
C4 0.13 0.83 -1.02
H1 2.64 0.98 0.97
H2 -1.65 -1.06 -1.30
H3 -2.23 -0.40 0.22
H4 -0.05 -0.89 2.93
H5 -0.12 1.95 -2.51
H6 -1.27 -1.90 0.26

---

A single C4H6N2OS molecule in a non-equilibrium geometry. Source: the Open Molecules 2025 dataset; level of theory: ωB97M-V/def2-TZVPD.

ΔE to the lowest compared entry with this formula, charge and spin	79.5	kcal per mole
E_HOMO	-8.98	eV
SMILES	NOCc1cscn1
frontier orbital gap	9.82	eV

Positions of all 14 atoms, in Å:
S1 -1.24 2.61 -0.60
O1 -0.27 -1.66 0.48
N1 -0.06 -1.90 1.84
N2 0.57 1.09 -1.74
C1 0.76 -0.83 -0.11
C2 -0.72 1.15 0.21
C3 -0.16 2.17 -1.90
C4 0.23 0.50 -0.53
H1 1.55 -0.67 0.65
H2 0.41 -2.81 2.02
H3 -1.14 0.79 1.13
H4 -0.96 -1.91 2.32
H5 1.15 -1.32 -0.98
H6 -0.12 2.79 -2.80

---

A single C4H6N2OS2 molecule in a non-equilibrium geometry. Source: the Open Molecules 2025 dataset; level of theory: ωB97M-V/def2-TZVPD.

ΔE to the lowest compared entry with this formula, charge and spin	57.5	kcal per mole
E_HOMO	-9.75	eV
frontier orbital gap	9.98	eV

Positions of all 15 atoms, in Å:
S1 -0.14 -1.58 -0.87
S2 2.19 -0.09 0.63
O1 0.66 -2.64 -0.32
N1 0.97 1.10 -1.21
N2 1.96 1.88 -0.93
C1 0.90 0.00 -0.51
C2 -1.39 -1.08 0.42
C3 2.68 1.41 0.06
C4 -2.04 0.32 0.19
H1 3.59 1.69 0.33
H2 -2.74 0.70 0.93
H3 -0.91 -1.16 1.33
H4 -2.61 0.38 -0.73
H5 -1.07 0.94 0.32
H6 -2.05 -1.87 0.36

---

A molecular structure, C4H6N2S in a non-equilibrium geometry. Source: the Open Molecules 2025 dataset; level of theory: ωB97M-V/def2-TZVPD.

ΔE to the lowest compared entry with this formula, charge and spin	181.1	kcal per mole
E_HOMO (spin up / spin down)	-7.63 / -7.63	eV
frontier orbital gap (spin up / spin down)	6.44 / 6.44	eV

Positions of all 13 atoms, in Å:
S1 -0.98 2.06 3.23
N1 -0.33 0.26 -1.57
N2 -0.51 0.86 -0.52
C1 -0.92 2.90 1.80
C2 1.07 -1.55 -0.62
C3 -0.52 1.45 0.49
C4 -0.03 -1.14 -1.60
H1 0.29 -1.34 -2.63
H2 0.72 -1.46 0.41
H3 -1.17 3.17 3.97
H4 1.94 -0.90 -0.74
H5 -0.93 -1.74 -1.41
H6 1.37 -2.58 -0.80

---

A single C4H6N2S molecule in a non-equilibrium geometry. Source: the Open Molecules 2025 dataset; level of theory: ωB97M-V/def2-TZVPD.

ΔE to the lowest compared entry with this formula, charge and spin	27.0	kcal per mole
E_HOMO	-9.43	eV
SMILES	Cn1nccc1S
frontier orbital gap	10.07	eV

Positions of all 13 atoms, in Å:
S1 2.31 -0.53 -0.15
N1 -0.29 0.45 -0.08
N2 -1.62 0.14 -0.02
C1 0.15 1.84 -0.11
C2 0.55 -0.66 -0.09
C3 -1.59 -1.16 -0.10
C4 -0.34 -1.69 -0.09
H1 -0.06 -2.73 -0.02
H2 -2.53 -1.68 -0.15
H3 0.97 1.91 -0.81
H4 0.51 2.12 0.87
H5 -0.69 2.46 -0.37
H6 2.62 -0.46 1.11

---

A single C4H6N2S molecule in a non-equilibrium geometry. Source: the Open Molecules 2025 dataset; level of theory: ωB97M-V/def2-TZVPD.

ΔE to the lowest compared entry with this formula, charge and spin	142.9	kcal per mole
E_HOMO (spin up / spin down)	-8.57 / -8.27	eV
frontier orbital gap (spin up / spin down)	7.49 / 8.04	eV

Positions of all 13 atoms, in Å:
S1 1.28 1.19 0.01
N1 -1.10 -0.24 0.10
N2 2.71 0.49 -0.21
C1 0.98 -1.55 0.12
C2 -2.09 0.76 -0.10
C3 -3.39 0.75 0.07
C4 0.19 -0.22 0.08
H1 1.72 -1.49 0.86
H2 0.57 -2.51 0.05
H3 3.50 1.16 -0.06
H4 -1.60 1.69 -0.28
H5 1.48 -1.42 -0.79
H6 -4.26 1.38 0.15

---

A single C4H6N2S molecule in a non-equilibrium geometry. Source: the Open Molecules 2025 dataset; level of theory: ωB97M-V/def2-TZVPD.

ΔE to the lowest compared entry with this formula, charge and spin	100.7	kcal per mole
E_HOMO	-8.77	eV
SMILES	[H]/N=C/N(C=C)C=S
frontier orbital gap	8.16	eV

Positions of all 13 atoms, in Å:
S1 3.23 0.19 0.13
N1 -0.93 1.95 -0.18
N2 0.44 -0.05 -0.16
C1 -0.56 -1.03 -0.07
C2 -1.88 -0.86 0.16
C3 0.21 1.31 -0.11
C4 1.79 -0.56 -0.29
H1 0.06 -2.05 -0.23
H2 -2.11 -2.04 0.27
H3 1.29 1.88 0.27
H4 -2.53 0.00 0.75
H5 2.01 -1.62 -0.72
H6 -1.02 2.88 0.19

---

A molecular structure, C4H6N2S in a non-equilibrium geometry. Source: the Open Molecules 2025 dataset; level of theory: ωB97M-V/def2-TZVPD.

ΔE to the lowest compared entry with this formula, charge and spin	104.1	kcal per mole
E_HOMO	-6.23	eV
frontier orbital gap	6.81	eV

Positions of all 13 atoms, in Å:
S1 4.22 -0.19 -0.13
N1 1.61 -0.67 -0.15
N2 0.52 1.29 0.45
C1 2.69 0.02 -0.08
C2 -0.85 -0.91 -0.16
C3 0.36 -0.07 0.12
C4 1.70 1.74 0.33
H1 -1.63 -0.22 -0.49
H2 -0.52 -1.59 -0.90
H3 -1.29 -1.40 0.70
H4 -0.19 1.90 0.87
H5 1.94 2.73 0.54
H6 1.62 -1.71 -0.38

---

A single C4H6N2S2 molecule in a non-equilibrium geometry. Source: the Open Molecules 2025 dataset; level of theory: ωB97M-V/def2-TZVPD.

ΔE to the lowest compared entry with this formula, charge and spin	57.3	kcal per mole
E_HOMO	-8.82	eV
SMILES	CC(=S)/N=C\NC=S
frontier orbital gap	8.53	eV

Positions of all 14 atoms, in Å:
S1 -0.86 1.99 3.51
S2 -1.47 -2.03 -0.71
N1 -0.37 0.25 -1.20
N2 -0.40 0.89 1.15
C1 -0.48 1.03 -0.24
C2 1.19 -1.81 -1.31
C3 -0.19 -1.14 -1.16
C4 -0.72 1.93 1.91
H1 -0.03 -0.08 1.49
H2 -0.84 2.85 1.36
H3 1.74 -1.33 -2.28
H4 -0.54 2.06 -0.59
H5 2.03 -1.71 -0.35
H6 0.94 -2.92 -1.59

---

A single C4H6N2S2 molecule in a non-equilibrium geometry. Source: the Open Molecules 2025 dataset; level of theory: ωB97M-V/def2-TZVPD.

ΔE to the lowest compared entry with this formula, charge and spin	65.4	kcal per mole
E_HOMO	-8.34	eV
SMILES	C=C/C=N\S/C=N\S
frontier orbital gap	8.22	eV

Positions of all 14 atoms, in Å:
S1 -0.49 1.11 0.01
S2 -3.54 -0.87 0.17
N1 -0.38 -0.58 -0.08
N2 -3.30 0.77 -0.14
C1 0.76 -1.17 -0.16
C2 2.59 0.48 0.35
C3 -2.22 1.44 -0.18
C4 2.14 -0.67 -0.17
H1 -2.30 -1.34 0.26
H2 0.66 -2.27 -0.26
H3 3.63 0.75 0.31
H4 1.92 1.17 0.90
H5 -2.31 2.50 -0.36
H6 2.85 -1.33 -0.63

---

A gas-phase ion, C4H6N3 (charge +1) in a non-equilibrium geometry. Source: the Open Molecules 2025 dataset; level of theory: ωB97M-V/def2-TZVPD.

ΔE to the lowest compared entry with this formula, charge and spin	61.5	kcal per mole
E_HOMO	-15.12	eV
SMILES	[H]/N=C1\CC=NC=[NH+]1
frontier orbital gap	8.83	eV
net charge	+1

Positions of all 13 atoms, in Å:
N1 -0.82 -1.57 -0.12
N2 -1.14 0.66 -0.33
N3 0.12 1.69 0.88
C1 0.38 -1.46 -0.59
C2 -1.56 -0.47 0.25
C3 0.21 0.80 0.03
C4 1.24 -0.19 -0.35
H1 0.81 -2.35 -1.04
H2 -1.53 1.52 -0.04
H3 -2.39 -0.44 0.87
H4 1.70 0.10 -1.33
H5 0.93 2.06 1.37
H6 2.04 -0.33 0.41

---

A gas-phase ion, C4H6N3 (charge +1) in a non-equilibrium geometry. Source: the Open Molecules 2025 dataset; level of theory: ωB97M-V/def2-TZVPD.

ΔE to the lowest compared entry with this formula, charge and spin	145.5	kcal per mole
E_HOMO (spin up / spin down)	-13.90 / -14.45	eV
frontier orbital gap (spin up / spin down)	8.33 / 7.64	eV
net charge	+1

Positions of all 13 atoms, in Å:
N1 -1.38 -0.46 0.25
N2 1.21 1.35 -0.35
N3 0.44 -1.99 0.26
C1 1.29 -1.13 -0.25
C2 -0.87 -1.68 0.46
C3 1.44 2.61 -0.38
C4 1.11 0.16 -0.35
H1 2.28 2.76 -1.02
H2 0.62 3.09 0.02
H3 -1.38 -2.56 -0.08
H4 -1.02 -2.05 1.56
H5 2.23 -1.47 -0.58
H6 -2.47 -0.56 0.20